DFT (ωB97M-V/def2-TZVPD) results for a structure of composition C38H34N4P2S2Y in a non-equilibrium geometry.

Computed properties:
frontier orbital gap	6.25	eV
net charge	+1
E_HOMO	-9.88	eV
spin multiplicity	1
relative energy (zero: lowest compared OMol25 entry of this formula, charge and spin)	131.2	kJ/mol

```
81
Properties=species:S:1:pos:R:3:forces:R:3:mulliken_charge:R:1
Y -0.13685 0.36709 0.73663 0.32 -0.09 0.19 -0.44
C -3.45805 3.54092 4.00698 0.82 -0.20 -1.18 -0.75
S -2.70169 4.33992 2.54899 -0.29 -0.61 0.00 -0.02
C -2.21327 2.90666 1.62542 1.02 0.95 0.41 0.71
S -2.04011 1.37931 2.39560 -0.09 -0.57 0.03 -0.56
N -1.76792 3.27311 0.45946 -0.54 0.42 -0.74 -1.38
N -1.24687 2.27351 -0.29812 0.64 -0.49 -0.39 0.95
C -0.95905 2.49763 -1.53221 -0.36 -0.67 0.42 -0.89
C -0.34845 1.42601 -2.34737 0.10 1.35 1.04 0.79
C -0.18454 1.68400 -3.70374 0.36 -1.42 -0.59 -1.09
C 0.54529 0.75816 -4.43052 0.86 -0.54 1.01 -0.83
C 1.01183 -0.34366 -3.74794 0.82 -0.57 0.52 -0.80
C 0.85808 -0.50671 -2.37391 -0.65 -0.60 0.44 -0.34
N 0.19301 0.39109 -1.63876 -0.35 0.49 -1.82 1.49
H -3.60403 4.31232 4.72748 -0.26 0.48 0.53 0.41
H -2.72037 2.81005 4.34087 -0.44 0.03 0.30 0.24
H -4.37936 3.08941 3.65942 -0.14 -0.14 0.40 0.27
H -1.14990 3.42644 -2.03465 -0.29 0.57 0.07 0.48
H -0.58938 2.45483 -4.32377 -0.46 0.97 0.69 0.56
H 0.93229 0.90705 -5.42189 -0.57 0.17 -0.47 0.52
H 1.63941 -1.06735 -4.22380 0.11 -0.34 -0.42 0.55
H 1.19682 -1.41538 -1.82853 0.06 0.85 -0.52 0.24
C 3.39725 -0.86845 0.94793 2.03 -1.61 0.31 -1.20
P 2.73851 0.74657 0.69014 0.12 0.92 -0.85 1.61
C 4.17054 1.77662 0.22854 -0.15 0.91 -0.96 0.47
C 3.98998 2.78955 -0.73842 -0.22 -0.32 0.33 -0.11
C 5.03728 3.55498 -1.21067 0.10 0.55 -1.26 -0.77
C 6.28862 3.32935 -0.68580 0.30 -0.32 0.58 -0.26
C 6.53575 2.33845 0.28269 -1.31 1.50 -2.31 -1.09
C 5.47940 1.55404 0.64767 0.19 -1.18 1.28 -0.26
C 2.12600 1.36310 2.26872 -0.97 1.29 -0.65 -0.57
C 1.80019 0.56887 3.35414 0.53 0.27 1.52 0.12
C 1.34116 1.22593 4.52542 -0.78 0.15 -1.48 -0.91
C 0.96070 2.57550 4.46402 -0.67 0.10 1.82 -0.04
C 1.07207 3.36533 3.30639 0.90 -3.11 0.06 -1.02
C 1.65706 2.72420 2.20630 0.50 0.92 0.00 0.14
C 2.39012 -1.96720 0.76441 -0.40 0.29 0.41 -0.44
C 2.60352 -3.31843 0.67118 0.23 -0.87 -0.18 -0.99
C 1.32239 -3.93770 0.68134 0.39 0.93 0.52 -1.01
C 0.38724 -2.93194 0.81635 0.86 -0.18 -0.59 -0.16
C -1.09810 -3.14755 0.84882 0.80 0.28 1.87 -0.93
P -1.88423 -1.78135 -0.02139 -0.29 -0.17 -0.87 1.87
C -1.80743 -2.23937 -1.82433 1.24 0.15 1.37 0.01
C -0.92994 -3.21950 -2.32413 -0.66 0.10 -0.07 -0.09
C -0.87802 -3.38226 -3.70390 1.22 -1.26 0.07 -0.80
C -1.53374 -2.53167 -4.53174 -1.64 1.22 0.39 -0.65
C -2.44737 -1.59551 -4.02249 0.03 1.08 -0.06 -0.79
C -2.58175 -1.42528 -2.64496 -0.09 0.29 -0.71 -0.10
C -3.64241 -2.05946 0.18223 0.38 0.58 0.37 0.49
C -4.13896 -3.18934 -0.45609 -0.81 0.51 0.41 -0.33
C -5.47662 -3.52261 -0.24036 1.75 -1.80 -1.20 -0.59
C -6.26440 -2.72163 0.54964 -0.92 -0.24 0.12 -0.62
C -5.76397 -1.55630 1.13328 0.30 -0.37 -0.93 -0.63
C -4.41209 -1.19839 0.97111 -1.00 -1.19 0.09 -0.24
N 1.02324 -1.68019 0.81230 -0.30 -0.74 0.41 0.53
H 4.02453 -0.95647 1.89834 -1.03 0.09 -0.87 0.48
H 4.16441 -1.01727 0.15584 -0.32 0.32 0.29 0.56
H 3.04798 2.98892 -1.20489 -0.75 -0.24 0.07 0.39
H 4.89689 4.23982 -2.11352 0.14 -0.86 1.62 0.29
H 7.12380 3.86834 -1.05388 0.63 0.54 -0.33 0.41
H 7.55214 2.17024 0.48216 0.99 -0.52 0.86 0.44
H 5.75000 0.70637 1.26682 -0.45 -0.08 0.25 0.29
H 2.03118 -0.50772 3.39898 -0.05 0.60 -0.19 0.29
H 1.12802 0.61814 5.39353 0.10 0.22 0.18 0.40
H 0.49839 2.99276 5.41450 0.69 -0.35 -1.40 0.34
H 0.71874 4.35079 3.26695 -0.35 1.20 -0.07 0.59
H 1.86481 3.39259 1.32341 -0.18 -1.11 0.68 0.22
H 3.52695 -3.92752 0.59302 -0.53 0.98 0.17 0.45
H 1.19812 -4.99555 0.76532 -0.42 -0.40 -0.25 0.55
H -1.42180 -3.25320 1.93463 -0.07 0.44 -1.28 0.44
H -1.27499 -4.09503 0.39356 -0.50 -0.72 -0.43 0.55
H -0.29800 -3.86678 -1.70536 -0.42 0.44 0.05 0.27
H -0.27994 -4.18183 -4.18381 -0.17 0.58 0.63 0.38
H -1.36802 -2.56843 -5.56709 0.02 -0.22 -1.30 0.52
H -2.98945 -0.87479 -4.67139 0.44 -0.82 0.26 0.38
H -3.25020 -0.61651 -2.24468 0.69 -1.02 -0.29 0.41
H -3.49587 -3.75633 -1.13501 -0.40 0.00 0.41 0.33
H -5.69419 -4.50568 -0.73229 -0.86 1.15 0.72 0.33
H -7.31304 -3.02750 0.69910 0.57 0.43 0.01 0.36
H -6.51983 -0.94794 1.57116 0.02 0.63 0.80 0.41
H -3.95951 -0.37217 1.51058 -0.15 0.07 -0.30 0.19
```
Forces are in eV/Å.


DFT (ωB97M-V/def2-TZVPD) results for a structure of composition C20H18ClNO2ReS in a non-equilibrium geometry.

Computed properties:
frontier orbital gap (alpha / beta)	6.09 / 5.39	eV
net charge	+2
E_HOMO (alpha / beta)	-13.26 / -15.65	eV
spin multiplicity	4
relative energy (zero: lowest compared OMol25 entry of this formula, charge and spin)	21.2	kJ/mol

```
44
Properties=species:S:1:pos:R:3:forces:R:3:nbo_charge:R:1
Cl 3.45019 -2.22086 -1.42274 0.34 -0.53 -0.28 -0.22
C 3.75026 0.66416 0.94814 0.19 0.05 -0.17 -0.26
C 2.83999 1.69488 0.54758 1.09 0.71 -0.60 -0.20
C 2.95146 1.85706 -0.89485 0.57 0.27 0.82 -0.29
H 2.26848 2.34808 1.21967 0.07 -0.65 -0.38 0.28
C 3.95118 0.93986 -1.35829 0.74 -0.01 -0.05 -0.03
C 4.42474 0.17996 -0.22393 1.43 1.17 0.00 -0.25
H 5.24275 -0.55553 -0.27488 -0.69 0.51 0.19 0.31
H 3.98593 0.36638 1.97552 -0.33 0.02 -0.48 0.30
H 2.49485 2.64930 -1.50948 0.06 -0.68 0.40 0.29
C 4.45548 0.80438 -2.76632 -0.06 -0.14 -0.26 -0.65
Re 2.18419 -0.26938 -0.51789 -1.70 0.66 0.73 0.66
C 1.20204 -0.73424 -2.15703 -1.20 -1.08 -2.88 0.64
O 0.58516 -1.04346 -3.06492 0.86 0.63 1.38 -0.34
C 1.59544 -1.79474 0.57319 -0.84 -4.42 2.32 0.61
O 1.27426 -2.73809 1.15944 1.04 2.83 -1.56 -0.35
H 3.63139 0.99700 -3.47085 0.38 -0.04 0.11 0.24
H 4.82145 -0.22315 -2.92152 -0.07 0.46 -0.05 0.26
H 5.27306 1.51490 -2.99626 -0.41 -0.32 0.31 0.28
N 0.42087 0.53160 -0.08738 -2.68 0.26 2.57 -0.86
S -0.61544 0.20322 1.35686 0.52 -0.29 -0.97 1.03
C -2.06112 1.26820 1.21807 -0.45 0.85 -0.50 -0.17
C -3.29626 0.75429 1.65017 0.43 -0.52 -0.21 -0.22
C -4.45517 1.50828 1.48504 0.49 0.19 0.11 -0.18
C -4.37626 2.79222 0.93487 0.03 -0.10 0.04 -0.14
C -3.14208 3.31689 0.54089 0.12 -0.16 0.16 -0.18
C -1.97150 2.56711 0.68995 0.15 -0.41 0.05 -0.24
C -1.35975 -1.33364 0.86189 -0.48 -0.82 0.07 -0.19
C -1.56780 -2.32824 1.83091 0.48 0.65 0.06 -0.21
C -2.15774 -3.53132 1.45406 0.05 0.18 0.08 -0.19
C -2.54663 -3.72921 0.12876 -0.05 -0.19 0.13 -0.14
C -2.35856 -2.72720 -0.82453 0.16 0.22 0.06 -0.18
C -1.77173 -1.52034 -0.46174 0.15 0.18 0.06 -0.25
H -0.23573 1.02087 -0.66779 0.06 0.45 -0.91 0.41
H -3.33028 -0.25964 2.06307 -0.22 0.47 -0.15 0.24
H -5.40405 1.08349 1.79921 0.13 0.14 -0.05 0.26
H -5.28918 3.38424 0.82360 0.39 -0.20 -0.02 0.25
H -3.07831 4.31905 0.12375 -0.03 -0.21 0.08 0.25
H -0.99954 2.96522 0.38623 -0.36 0.04 0.08 0.22
H -1.22513 -2.13684 2.85647 -0.23 -0.30 -0.38 0.24
H -2.28759 -4.30329 2.21041 -0.06 0.12 -0.27 0.26
H -2.99980 -4.68040 -0.16354 0.16 0.36 0.09 0.26
H -2.65637 -2.87532 -1.85725 -0.02 -0.05 0.15 0.25
H -1.61716 -0.72575 -1.19655 -0.20 -0.34 0.14 0.22
```
Forces are in eV/Å.


DFT (ωB97M-V/def2-TZVPD) results for the ion C5H10N5 with charge +1 in a non-equilibrium geometry.

Computed properties:
frontier orbital gap (alpha / beta)	4.74 / 5.69	eV
net charge	+1
E_HOMO (alpha / beta)	-7.91 / -13.37	eV
spin multiplicity	3
relative energy (zero: lowest compared OMol25 entry of this formula, charge and spin)	554.2	kJ/mol

```
20
Properties=species:S:1:pos:R:3:forces:R:3:nbo_charge:R:1
C -0.80234 2.48537 -0.29428 0.76 2.81 -0.97 -0.15
C -0.96410 1.33310 -0.00946 -0.21 -1.47 -0.79 -0.14
C 1.77600 -0.11351 0.13070 -0.19 0.69 -0.73 0.43
C -1.05345 -0.11513 -0.00506 -2.76 3.99 -3.36 0.05
C -2.47192 -0.54636 0.09971 -0.17 -2.38 -2.48 -0.63
N 1.18216 -0.01400 1.28204 -1.42 -0.63 2.02 -0.14
N 1.13765 -0.42311 -1.04399 -1.46 -0.19 -1.08 -0.27
N -0.30361 -0.58349 -1.14385 1.72 -2.29 -1.30 -0.37
N 3.06436 0.27005 0.05265 1.18 0.54 -4.39 -0.78
N -0.13522 -0.55917 1.38973 3.48 -1.60 2.70 -0.52
H -0.58799 3.52060 -0.68764 -0.56 -1.78 1.03 0.27
H -3.18679 -0.05101 -0.64442 1.12 -0.75 0.78 0.26
H -2.78739 -0.27094 1.04082 -1.02 0.64 2.22 0.23
H -2.57785 -1.68967 0.02604 0.06 1.47 -0.01 0.21
H 1.62268 -0.18370 -1.94359 -0.82 -0.72 1.03 0.44
H -0.55761 -1.55874 -1.58282 0.50 2.36 1.04 0.43
H 3.65663 0.09859 0.80930 0.92 -0.20 1.26 0.43
H 3.56543 0.36074 -0.93096 -1.54 -0.27 3.09 0.42
H -0.55764 -0.40758 2.33581 0.94 -0.35 -0.89 0.45
H -0.01899 -1.55202 1.11930 -0.52 0.13 0.83 0.39
```
Forces are in eV/Å.


DFT (ωB97M-V/def2-TZVPD) results for the molecule C5H7Cl2N in a non-equilibrium geometry.

Computed properties:
frontier orbital gap (alpha / beta)	7.45 / 7.45	eV
E_HOMO (alpha / beta)	-7.52 / -7.52	eV
spin multiplicity	1
relative energy (zero: lowest compared OMol25 entry of this formula, charge and spin)	365.8	kJ/mol

```
15
Properties=species:S:1:pos:R:3:forces:R:3:nbo_charge:R:1
C 0.17261 0.91370 0.50655 -1.74 -3.33 -1.23 0.43
C 1.11651 -1.06141 -0.33630 -0.43 -0.97 2.03 -0.16
C 2.28178 -0.47974 0.43133 1.18 -1.39 0.10 -0.29
C -0.38506 2.15683 0.66516 0.09 5.14 1.88 -0.75
C 1.40094 -1.62465 -1.72401 1.55 0.30 0.27 -0.62
N 0.04973 -0.00711 -0.25375 0.63 0.51 -1.10 -0.36
Cl 1.49543 0.14723 1.97291 1.01 0.18 -1.25 0.13
Cl 2.99173 0.91438 -0.47336 -0.45 -0.24 0.59 -0.10
H 0.69388 -1.90847 0.32199 0.61 1.12 -0.99 0.23
H 0.33972 2.73143 1.34505 -1.08 -0.21 -1.25 0.26
H -1.34657 2.29674 1.13191 -0.43 -0.87 0.64 0.27
H -0.56942 2.68088 -0.28160 0.75 -0.23 -0.02 0.27
H 0.53536 -1.71711 -2.32088 -1.31 -0.51 -0.25 0.22
H 1.91602 -2.58828 -1.57526 -0.41 0.31 -0.19 0.23
H 2.05573 -1.02672 -2.37850 0.03 0.18 0.76 0.23
```
Forces are in eV/Å.


DFT (ωB97M-V/def2-TZVPD) results for a cluster of 2 separate species, CHCl3FOP in total in a non-equilibrium geometry.

Computed properties:
frontier orbital gap (alpha / beta)	10.39 / 5.79	eV
E_HOMO (alpha / beta)	-11.53 / -9.60	eV
spin multiplicity	1
relative energy (zero: lowest compared OMol25 entry of this formula, charge and spin)	410.0	kJ/mol

```
8
Properties=species:S:1:pos:R:3:forces:R:3:nbo_charge:R:1
C 0.31462 -0.30097 0.40739 -2.58 -1.25 5.01 -0.02
O -1.02342 -0.32887 2.86501 0.04 0.01 -0.01 -1.02
F 0.66084 -1.55505 0.63900 0.03 -0.17 0.01 -0.29
P -0.36965 0.55681 1.90614 2.17 -1.95 -0.30 1.65
Cl -3.14981 -0.66500 0.69234 -0.17 -0.34 -0.05 -0.04
Cl -1.53945 1.93121 1.23197 -0.33 1.63 -0.49 -0.17
Cl 1.36503 1.40917 2.66814 -0.96 -0.03 -0.33 -0.26
H 0.72145 0.09993 -0.39225 1.81 2.10 -3.83 0.15
```
Forces are in eV/Å.


DFT (ωB97M-V/def2-TZVPD) results for a structure of composition C8H14Br2O in a non-equilibrium geometry.

Computed properties:
frontier orbital gap (alpha / beta)	8.24 / 6.34	eV
E_HOMO (alpha / beta)	-7.82 / -6.50	eV
spin multiplicity	1
relative energy (zero: lowest compared OMol25 entry of this formula, charge and spin)	323.3	kJ/mol

```
25
Properties=species:S:1:pos:R:3:forces:R:3:nbo_charge:R:1
C -0.25222 -1.27851 -0.31984 -0.39 1.80 -3.08 -0.18
C 0.82747 -1.56478 -1.17848 0.09 -1.48 2.50 -0.33
C -0.89054 1.71035 0.03355 0.02 -2.14 -1.10 -0.60
C 2.14539 0.28873 1.67448 -0.87 -1.99 -1.32 -0.75
C -1.49356 -0.59165 -0.98081 -0.41 -2.42 0.55 -0.44
C -2.00907 0.61972 -0.22094 1.35 2.92 -1.50 -0.40
C 1.92040 -2.30246 -0.69523 -2.46 0.28 3.42 0.20
C 2.78658 0.25064 0.33677 0.09 0.94 -1.39 -0.15
O 2.92434 -2.63705 -1.41314 3.53 -1.80 -2.09 -0.65
Br 4.60597 -0.19352 0.09694 -0.05 -0.20 0.51 0.08
Br 2.39277 1.76628 -0.88407 0.14 -0.94 0.83 0.01
H -0.27887 -1.29160 0.76827 0.42 -0.52 -0.27 0.20
H 0.87971 -1.46086 -2.25099 -0.58 0.67 -0.17 0.23
H -1.19649 2.58280 0.56485 -0.49 0.47 0.50 0.21
H -0.15921 1.12756 0.61299 0.06 0.92 -0.31 0.19
H -0.44447 2.01730 -0.92158 -0.01 -0.09 0.37 0.21
H 2.25459 1.20706 2.14861 0.98 1.53 1.39 0.23
H 1.04829 0.26768 1.56591 0.38 -0.45 -0.27 0.24
H 2.43520 -0.63619 2.19758 0.08 0.72 0.31 0.24
H -2.29076 -1.39907 -0.76927 0.69 1.06 -0.96 0.21
H -1.35101 -0.48848 -2.11447 -0.23 0.07 1.75 0.21
H -2.27971 0.37702 0.75488 -1.02 -0.92 1.55 0.19
H -2.83225 1.15967 -0.72098 0.01 -0.73 0.11 0.20
H 1.92930 -2.83298 0.29616 -0.52 1.04 -0.67 0.15
H 3.47822 -3.34236 -0.98436 -0.82 1.24 -0.63 0.50
```
Forces are in eV/Å.


Question: Which of these has the lowest relative energy (zero: lowest compared OMol25 entry of this formula, charge and spin)?
Answer: C20H18ClNO2ReS


What did the sixth record say?
DFT (ωB97M-V/def2-TZVPD) results for a structure of composition C8H14Br2O in a non-equilibrium geometry.

Computed properties:
frontier orbital gap (alpha / beta)	8.24 / 6.34	eV
E_HOMO (alpha / beta)	-7.82 / -6.50	eV
spin multiplicity	1
relative energy (zero: lowest compared OMol25 entry of this formula, charge and spin)	323.3	kJ/mol

```
25
Properties=species:S:1:pos:R:3:forces:R:3:nbo_charge:R:1
C -0.25222 -1.27851 -0.31984 -0.39 1.80 -3.08 -0.18
C 0.82747 -1.56478 -1.17848 0.09 -1.48 2.50 -0.33
C -0.89054 1.71035 0.03355 0.02 -2.14 -1.10 -0.60
C 2.14539 0.28873 1.67448 -0.87 -1.99 -1.32 -0.75
C -1.49356 -0.59165 -0.98081 -0.41 -2.42 0.55 -0.44
C -2.00907 0.61972 -0.22094 1.35 2.92 -1.50 -0.40
C 1.92040 -2.30246 -0.69523 -2.46 0.28 3.42 0.20
C 2.78658 0.25064 0.33677 0.09 0.94 -1.39 -0.15
O 2.92434 -2.63705 -1.41314 3.53 -1.80 -2.09 -0.65
Br 4.60597 -0.19352 0.09694 -0.05 -0.20 0.51 0.08
Br 2.39277 1.76628 -0.88407 0.14 -0.94 0.83 0.01
H -0.27887 -1.29160 0.76827 0.42 -0.52 -0.27 0.20
H 0.87971 -1.46086 -2.25099 -0.58 0.67 -0.17 0.23
H -1.19649 2.58280 0.56485 -0.49 0.47 0.50 0.21
H -0.15921 1.12756 0.61299 0.06 0.92 -0.31 0.19
H -0.44447 2.01730 -0.92158 -0.01 -0.09 0.37 0.21
H 2.25459 1.20706 2.14861 0.98 1.53 1.39 0.23
H 1.04829 0.26768 1.56591 0.38 -0.45 -0.27 0.24
H 2.43520 -0.63619 2.19758 0.08 0.72 0.31 0.24
H -2.29076 -1.39907 -0.76927 0.69 1.06 -0.96 0.21
H -1.35101 -0.48848 -2.11447 -0.23 0.07 1.75 0.21
H -2.27971 0.37702 0.75488 -1.02 -0.92 1.55 0.19
H -2.83225 1.15967 -0.72098 0.01 -0.73 0.11 0.20
H 1.92930 -2.83298 0.29616 -0.52 1.04 -0.67 0.15
H 3.47822 -3.34236 -0.98436 -0.82 1.24 -0.63 0.50
```
Forces are in eV/Å.


Question: What is the relative energy (zero: lowest compared OMol25 entry of this formula, charge and spin) in the fifth record?
Answer: 410.0 kJ/mol